Entry 1:
ORCA calculation (wB97M-V/def2-TZVPD) on C4H6O2S2 in the gas phase in a non-equilibrium geometry.

Properties
SMILES = C[C@@H](OC=S)SC=O
Energy relative to the best compared isomer or geometry (same formula, charge and spin) = 160.57 kJ/mol
HOMO = -9.103 eV
LUMO energy = 0.1482 eV
Total energy = -30009.717 eV
Orbital gap = 9.251 eV

Atoms and positions in Å:
C: 0.95 2.04 -0.16
O: 2.86 -0.33 1.17
H: 0.44 2.80 0.45
S: -3.33 -0.40 0.12
H: 3.23 -1.72 -0.23
H: 0.80 2.30 -1.24
H: -1.21 -0.89 1.10
H: 2.01 2.07 0.12
C: -1.76 -0.25 0.40
O: -0.98 0.67 -0.19
H: 0.54 0.37 1.18
S: 1.21 -0.65 -0.88
C: 0.40 0.66 0.12
C: 2.61 -0.93 0.14

---

Entry 2:
ORCA calculation (wB97M-V/def2-TZVPD) on a molecular structure, C20H60AsF6O10 in a non-equilibrium geometry.

Properties
Energy relative to the best compared isomer or geometry (same formula, charge and spin) = 222.05 kJ/mol
Total charge = -1
HOMO = -8.374 eV
LUMO energy = 1.8747 eV
Total energy = -119332.779 eV
Orbital gap = 10.249 eV

Atoms and positions in Å:
C: -14.19 -21.63 -17.49
C: -12.41 -7.26 -20.97
O: -5.42 -7.91 -23.32
F: -13.51 -13.34 -20.67
H: -6.68 -9.18 -22.42
O: -15.21 -23.04 -19.13
C: -16.21 -20.91 -18.83
F: -11.05 -13.04 -20.06
H: -14.95 -21.93 -16.77
H: -7.07 -18.82 -18.30
H: -16.06 -19.86 -18.59
O: -12.15 -8.68 -13.07
H: -11.73 -9.10 -12.32
H: -20.20 -12.70 -17.32
C: -18.47 -10.57 -17.93
C: -14.90 -21.72 -18.79
H: -11.23 -15.93 -12.20
H: -12.07 -20.76 -25.98
H: -13.39 -7.60 -20.64
C: -6.26 -8.20 -22.20
C: -15.55 -11.94 -26.78
F: -11.61 -14.35 -22.16
C: -19.55 -11.26 -18.82
H: -20.68 -13.16 -18.93
H: -12.07 -7.94 -21.75
C: -6.70 -20.38 -16.14
H: -9.76 -16.91 -10.47
H: -12.23 -20.64 -28.51
F: -13.23 -15.80 -20.75
C: -10.81 -19.63 -27.27
H: -10.19 -20.49 -27.55
H: -13.13 -9.51 -14.76
H: -14.35 -21.41 -19.67
C: -11.39 -19.92 -25.87
H: -16.32 -13.86 -26.04
H: -14.89 -13.94 -27.10
H: -18.15 -9.57 -18.21
H: -7.68 -21.07 -18.56
H: -4.57 -7.56 -23.05
H: -7.78 -20.45 -16.19
H: -11.10 -8.12 -19.89
H: -14.35 -23.43 -19.27
As: -12.12 -14.41 -20.42
O: -16.78 -11.29 -26.46
H: -5.76 -8.20 -21.23
H: -17.59 -11.22 -17.85
C: -14.97 -11.34 -28.08
C: -19.89 -12.66 -18.37
H: -6.97 -12.68 -15.60
H: -18.90 -10.44 -16.94
H: -7.08 -7.48 -22.26
F: -12.55 -14.53 -18.67
H: -6.40 -19.68 -15.36
H: -20.47 -10.68 -18.81
H: -14.85 -11.72 -25.97
O: -10.20 -18.42 -27.21
H: -14.12 -11.91 -28.44
H: -16.84 -20.97 -19.72
H: -13.72 -20.67 -17.28
H: -10.29 -18.13 -26.30
C: -6.03 -20.24 -17.46
H: -13.59 -10.18 -13.19
H: -16.43 -13.58 -27.80
C: -6.59 -21.16 -18.50
H: -18.98 -13.27 -18.43
H: -12.09 -10.56 -13.92
H: -15.83 -11.39 -28.76
H: -12.51 -6.26 -21.38
H: -14.65 -10.30 -27.95
H: -7.90 -14.16 -15.00
O: -6.17 -18.96 -18.00
H: -10.65 -20.19 -25.11
H: -12.04 -19.15 -25.46
H: -12.32 -15.79 -10.81
H: -7.17 -13.03 -13.98
C: -11.89 -19.62 -28.36
H: -6.45 -22.22 -18.28
C: -15.82 -13.42 -26.90
H: -12.71 -18.91 -28.20
H: -16.89 -21.34 -18.10
H: -6.46 -21.35 -15.70
O: -5.80 -14.30 -14.79
H: -17.04 -11.63 -25.60
O: -11.47 -7.24 -19.92
C: -7.01 -13.54 -14.93
H: -10.70 -15.11 -10.66
H: -6.10 -20.92 -19.44
H: -5.77 -14.88 -15.55
F: -10.73 -15.50 -20.06
C: -11.28 -15.92 -11.11
H: -4.97 -20.45 -17.35
O: -18.92 -11.24 -20.07
O: -10.71 -17.06 -10.54
H: -18.13 -11.76 -19.90
H: -13.39 -22.36 -17.57
C: -12.77 -9.73 -13.76
H: -11.41 -19.43 -29.32

---

Entry 3:
ORCA calculation (wB97M-V/def2-TZVPD) on a molecular structure, C10H14O5Sc in a non-equilibrium geometry.

Properties
Energy relative to the best compared isomer or geometry (same formula, charge and spin) = 0.00 kJ/mol
Total charge = +3
HOMO (alpha / beta) = -21.358 / -19.107 eV
LUMO energy (alpha / beta) = -12.7279 / -15.8584 eV
Total energy = -41498.392 eV
Orbital gap (alpha / beta) = 8.630 / 3.249 eV

Atoms and positions in Å:
O: 2.77 -0.07 -1.49
H: -1.47 -2.66 -4.49
H: 2.00 3.57 -2.24
O: 1.17 2.05 2.09
H: -2.39 -4.52 -2.15
O: 1.01 -2.24 1.98
Sc: -0.12 -0.01 -0.23
H: -0.28 2.88 -2.86
H: -2.62 1.64 -0.87
C: -1.70 -4.02 -2.87
H: -2.07 3.02 -1.80
O: -0.62 1.71 -1.23
C: 0.74 1.27 1.31
H: 0.76 1.48 -2.70
H: -0.74 -4.56 -3.03
C: 1.36 3.17 -1.47
C: -1.77 3.25 0.33
H: -3.12 -2.62 -3.60
O: -2.77 0.06 1.48
C: -1.76 0.00 0.92
C: -1.90 2.44 -0.92
H: 1.96 2.62 -0.77
H: -1.58 2.67 1.22
C: 0.35 2.33 -2.19
C: 1.74 -0.08 -0.96
C: -2.09 -3.03 -3.64
H: -2.72 3.75 0.45
H: -1.00 4.02 0.24
C: 0.62 -1.45 1.22
H: 0.89 4.01 -0.95

---

Entry 4:
ORCA calculation (wB97M-V/def2-TZVPD) on C3H9N3S in the gas phase in a non-equilibrium geometry.

Properties
SMILES = CCN(S)/C=N/N
Energy relative to the best compared isomer or geometry (same formula, charge and spin) = 182.11 kJ/mol
HOMO = -8.183 eV
LUMO energy = 0.7597 eV
Total energy = -18560.792 eV
Orbital gap = 8.942 eV

Atoms and positions in Å:
H: -1.19 2.59 0.23
H: -1.83 0.93 -1.42
N: -0.70 -0.68 -0.57
H: 0.67 -2.13 0.04
H: 3.31 -0.13 0.52
C: -0.92 0.73 -0.87
N: 1.54 -0.27 -0.26
H: -1.78 1.20 1.00
N: 2.84 -0.82 -0.04
H: -0.09 1.06 -1.49
H: -0.12 1.53 1.07
S: -1.97 -1.60 -0.02
H: 2.82 -1.72 0.42
H: -2.19 -1.12 1.24
C: 0.58 -1.09 -0.27
C: -0.99 1.52 0.43

---

Entry 5:
ORCA calculation (wB97M-V/def2-TZVPD) on 12 unconnected molecules or ions with the total composition C26H61Cl10N5O7 in a non-equilibrium geometry.

Properties
Total charge = -1
HOMO (alpha / beta) = -0.096 / -6.988 eV
Expectation value of S² = 0.751
2S+1 = 2
LUMO energy (alpha / beta) = 1.7093 / 1.6915 eV
Total energy = -174961.153 eV
Orbital gap (alpha / beta) = 1.805 / 8.679 eV

Atoms and positions in Å:
H: -13.81 2.43 23.55
O: -16.33 -2.10 14.42
H: -15.66 -2.26 15.09
C: -12.25 -0.17 11.29
H: -18.32 3.70 12.57
H: -11.69 -0.12 10.35
H: -16.21 2.24 13.14
C: -17.71 3.16 11.84
H: -11.10 1.17 12.71
C: -19.72 2.90 17.43
Cl: -13.02 -5.12 21.11
O: -15.66 0.68 18.42
H: -15.43 6.67 15.07
H: -20.67 2.49 17.77
H: -10.85 3.47 16.61
H: -16.62 0.02 12.91
C: -20.24 -2.81 12.88
H: -19.48 -3.58 13.03
O: -16.21 3.35 18.38
H: -14.35 4.44 17.26
H: -15.28 0.56 15.08
H: -11.64 -4.40 19.44
H: -14.75 -1.43 13.43
C: -17.53 5.33 17.95
C: -14.11 4.85 16.28
H: -17.10 -1.64 17.34
C: -11.41 0.14 12.54
H: -14.69 1.01 24.27
H: -19.86 3.93 17.12
H: -21.18 -3.14 12.42
H: -16.77 0.13 15.98
Cl: -11.63 -1.98 21.32
N: -16.88 4.51 20.12
H: -17.11 6.28 18.28
H: -13.09 4.57 16.03
H: -10.52 -0.47 12.66
C: -16.28 2.78 12.20
H: -12.34 -2.12 19.01
O: -16.43 2.16 21.94
H: -18.98 -2.28 18.89
H: -19.96 -2.18 12.04
H: -16.39 3.83 20.69
H: -14.62 -2.95 11.64
H: -13.30 -4.38 18.92
C: -15.34 -3.17 12.43
H: -12.98 -0.05 16.60
H: -14.81 -3.92 13.01
H: -15.36 0.61 20.49
Cl: -13.47 1.05 10.87
H: -15.32 2.56 24.35
Cl: -10.26 1.29 17.49
C: -16.87 4.30 18.82
H: -19.58 -0.37 15.08
C: -17.34 -2.69 17.50
O: -21.30 -2.20 14.90
C: -14.76 1.92 23.67
Cl: -18.64 1.62 11.52
H: -13.12 0.40 18.27
H: -18.70 -1.20 13.78
H: -13.65 -2.15 20.16
H: -18.61 5.24 18.08
Cl: -12.47 -0.28 13.93
H: -16.25 -3.59 12.00
H: -9.25 3.46 14.75
Cl: -16.24 -3.15 18.90
H: -18.96 3.53 14.96
C: -13.53 0.61 17.28
H: -14.95 -0.84 17.31
C: -20.42 -1.96 14.10
H: -8.43 3.38 16.29
H: -16.06 1.78 16.09
C: -12.64 -4.08 19.73
C: -15.00 0.24 17.22
H: -16.04 -0.74 11.33
O: -13.72 6.78 17.70
H: -19.39 -2.15 17.19
H: -18.92 2.02 14.26
H: -14.19 0.12 21.63
H: -14.90 4.43 15.65
Cl: -19.55 -4.43 17.94
H: -18.97 2.76 18.22
H: -11.08 2.12 15.53
O: -19.36 0.81 16.31
C: -16.45 -0.89 12.33
N: -19.54 -1.01 14.30
C: -19.35 2.04 16.24
H: -15.71 1.64 18.48
C: -14.19 6.30 16.61
H: -15.14 8.04 16.03
C: -10.39 2.56 16.25
Cl: -8.16 1.45 15.00
C: -9.09 2.83 15.62
C: -18.85 -2.75 17.91
C: -15.44 1.60 22.32
H: -17.13 -3.23 16.57
C: -15.71 -1.87 13.18
C: -15.85 0.71 16.00
N: -19.15 2.54 15.09
H: -17.18 5.11 16.94
H: -13.37 1.68 17.16
H: -17.87 3.77 10.95
N: -14.95 0.75 21.40
Cl: -15.45 4.24 12.47
H: -12.78 -1.11 11.46
H: -17.45 -1.31 12.27
H: -17.21 5.33 20.61
H: -15.78 2.17 11.44
C: -12.65 -2.54 19.97
N: -14.90 7.08 15.82